(1)
11 unconnected molecules or ions with the total composition C48H48F5N5O28S. Source: the OMol25 dataset; level of theory: ωB97M-V/def2-TZVPD.

Each line ends with the Löwdin charge.
Positions of all 135 atoms, in Å:
O (-2.14, 4.30, -2.54)  0.094
N (-1.34, 3.94, -3.36)  -0.336
O (-1.19, 2.75, -3.68)  0.057
C (-0.63, 4.93, -4.08)  -0.161
C (-0.57, 6.25, -3.65)  0.033
C (0.21, 7.22, -4.34)  -0.029
C (0.83, 6.73, -5.48)  -0.087
C (0.67, 5.46, -6.00)  -0.068
C (0.05, 4.52, -5.21)  -0.009
H (-1.10, 6.48, -2.74)  0.107
H (0.37, 8.19, -3.91)  0.111
H (1.33, 7.53, -6.00)  0.105
H (1.14, 5.17, -6.93)  0.112
H (-0.11, 3.54, -5.63)  0.124
O (2.92, 0.29, 0.30)  0.051
N (1.99, -0.43, 0.66)  -0.314
O (2.31, -1.47, 1.21)  0.058
C (0.60, -0.02, 0.63)  -0.130
C (-0.35, -0.46, 1.56)  0.018
C (-1.70, -0.14, 1.36)  -0.070
C (-2.14, 0.68, 0.35)  -0.014
C (-1.12, 1.21, -0.56)  -0.023
C (0.17, 0.76, -0.47)  -0.018
H (0.03, -1.13, 2.31)  0.084
H (-2.45, -0.36, 2.11)  0.096
H (-3.20, 0.87, 0.34)  0.109
H (-1.44, 1.80, -1.40)  0.083
H (0.93, 1.14, -1.15)  0.109
O (2.29, -5.32, -4.80)  0.073
N (2.61, -4.74, -3.76)  -0.350
O (3.64, -4.10, -3.64)  0.076
C (1.66, -4.78, -2.68)  -0.123
C (0.47, -5.60, -2.74)  0.005
C (-0.46, -5.70, -1.71)  -0.076
C (-0.29, -4.92, -0.57)  -0.054
C (0.89, -4.18, -0.48)  -0.075
C (1.83, -4.09, -1.48)  -0.003
H (0.27, -6.26, -3.58)  0.114
H (-1.21, -6.47, -1.82)  0.110
H (-1.07, -4.97, 0.18)  0.099
H (1.00, -3.49, 0.35)  0.078
H (2.61, -3.36, -1.32)  0.116
O (-1.86, -4.95, -6.47)  0.035
N (-1.21, -4.00, -5.94)  -0.301
O (-0.19, -3.54, -6.47)  0.068
C (-1.61, -3.44, -4.64)  -0.143
C (-2.85, -3.87, -4.13)  -0.009
C (-3.25, -3.43, -2.88)  -0.065
C (-2.45, -2.54, -2.14)  -0.070
C (-1.24, -2.07, -2.62)  -0.038
C (-0.86, -2.53, -3.90)  0.004
H (-3.54, -4.57, -4.57)  0.115
H (-4.22, -3.72, -2.50)  0.095
H (-2.83, -2.13, -1.22)  0.088
H (-0.53, -1.36, -2.21)  0.097
H (-0.14, -1.98, -4.49)  0.100
O (2.58, -7.53, 4.27)  0.054
N (1.41, -7.48, 3.85)  -0.312
O (0.69, -8.46, 3.79)  0.064
C (0.73, -6.16, 3.59)  -0.143
C (1.51, -5.01, 3.53)  0.008
C (0.92, -3.78, 3.31)  -0.058
C (-0.48, -3.70, 3.15)  -0.052
C (-1.24, -4.86, 3.35)  -0.058
C (-0.63, -6.09, 3.55)  -0.019
H (2.57, -5.17, 3.70)  0.119
H (1.49, -2.87, 3.16)  0.078
H (-1.03, -2.79, 2.95)  0.087
H (-2.31, -4.76, 3.26)  0.092
H (-1.15, -7.01, 3.78)  0.119
O (-4.58, 2.43, 2.23)  0.143
C (-4.22, 2.14, 3.34)  -0.519
O (-2.94, 1.88, 3.59)  0.042
C (-2.74, 1.67, 4.96)  -0.044
C (-4.18, 1.28, 5.43)  -0.348
F (-4.44, 1.65, 6.66)  0.135
O (-4.97, 1.94, 4.49)  0.141
H (-1.97, 1.01, 5.35)  0.135
H (-2.38, 2.67, 5.20)  0.144
H (-4.32, 0.22, 5.26)  0.154
O (-4.21, -1.93, 3.93)  0.118
C (-4.82, -2.48, 3.00)  -0.497
O (-6.14, -2.56, 2.98)  0.091
C (-6.55, -3.57, 2.04)  -0.014
C (-5.28, -3.67, 1.19)  -0.325
F (-5.34, -2.79, 0.13)  0.059
O (-4.30, -3.36, 2.08)  0.123
H (-6.83, -4.40, 2.69)  0.147
H (-7.41, -3.28, 1.43)  0.145
H (-5.16, -4.63, 0.70)  0.174
O (0.63, -1.51, 5.34)  0.156
C (1.16, -0.46, 5.01)  -0.526
O (2.18, -0.35, 4.16)  0.036
C (2.82, 0.93, 4.18)  -0.018
C (1.62, 1.72, 4.68)  -0.263
F (0.88, 2.20, 3.62)  0.056
O (0.87, 0.79, 5.49)  0.124
H (3.62, 0.84, 4.92)  0.150
H (3.13, 1.12, 3.15)  0.130
H (2.08, 2.52, 5.25)  0.168
O (0.96, 0.19, -4.54)  0.155
C (1.89, 0.95, -4.53)  -0.606
O (2.44, 1.54, -5.52)  0.114
C (3.66, 2.22, -5.13)  0.013
C (3.55, 2.10, -3.61)  -0.309
F (3.14, 3.30, -3.10)  0.059
O (2.50, 1.23, -3.36)  0.135
H (4.55, 1.70, -5.49)  0.141
H (3.57, 3.23, -5.54)  0.143
H (4.51, 1.80, -3.19)  0.159
O (8.34, 4.23, 0.28)  0.074
C (7.28, 3.49, 0.31)  -0.505
O (6.80, 2.92, 1.37)  0.113
C (5.84, 1.94, 1.07)  -0.059
C (5.61, 2.17, -0.43)  -0.336
F (4.34, 2.60, -0.49)  0.077
O (6.57, 3.12, -0.74)  0.164
H (6.28, 0.95, 1.16)  0.143
H (4.91, 2.00, 1.64)  0.127
H (5.87, 1.16, -0.73)  0.174
C (1.89, 4.18, 0.97)  -0.050
C (0.64, 4.81, 1.63)  -0.284
O (-0.22, 5.28, 0.62)  -0.284
S (-1.59, 6.02, 1.02)  0.644
C (-2.48, 4.50, 0.99)  -0.115
O (-1.46, 6.49, 2.39)  -0.291
O (-2.04, 6.88, -0.08)  -0.287
H (1.66, 3.45, 0.19)  0.072
H (2.54, 3.94, 1.82)  0.071
H (2.43, 5.00, 0.50)  0.079
H (0.23, 4.10, 2.34)  0.100
H (0.98, 5.70, 2.17)  0.119
H (-2.44, 4.07, 2.00)  0.064
H (-2.05, 4.05, 0.10)  0.051
H (-3.51, 4.71, 0.72)  0.080

Output
LUMO level, eV: -1.26
Multiplicity: 1
Kohn-Sham gap, eV: 8.4

***

(2)
A single C2H5PS molecule. Source: the OMol25 dataset; level of theory: ωB97M-V/def2-TZVPD.

Each line ends with the natural charge from an NBO analysis.
Positions of all 9 atoms, in Å:
C (0.88, 0.64, -0.64)  -0.719
C (-0.41, -0.06, -0.28)  -0.347
P (-0.18, -1.50, 0.84)  0.274
S (-1.91, 0.41, -0.88)  0.035
H (0.88, 1.59, -0.03)  0.252
H (1.80, 0.18, -0.45)  0.227
H (0.80, 1.06, -1.67)  0.248
H (-0.20, -0.76, 2.16)  0.014
H (-1.65, -1.57, 0.95)  0.016

Output
LUMO level, eV: -0.66
Multiplicity: 1
Kohn-Sham gap, eV: 7.9

***

(3)
A single C3H4N2O molecule. Source: the OMol25 dataset; level of theory: ωB97M-V/def2-TZVPD.

Each line ends with the natural charge from an NBO analysis.
Positions of all 10 atoms, in Å:
H (2.64, -0.93, -0.23)  0.374
N (2.03, -0.14, -0.40)  -0.862
C (0.78, -0.25, -0.08)  0.675
N (0.15, 0.94, 0.03)  -0.647
C (-1.20, 0.70, 0.14)  -0.074
C (-1.36, -0.64, 0.18)  0.015
O (-0.11, -1.27, 0.05)  -0.440
H (1.23, 1.40, -0.24)  0.506
H (-1.94, 1.48, 0.22)  0.234
H (-2.21, -1.29, 0.33)  0.220

Output
LUMO level, eV: 0.96
Multiplicity: 1
Kohn-Sham gap, eV: 9.0

***

(4)
A single C22H20N2O5 molecule. Source: the OMol25 dataset; level of theory: ωB97M-V/def2-TZVPD.

Each line ends with the natural charge from an NBO analysis.
Positions of all 49 atoms, in Å:
C (3.49, -3.78, -2.33)  -0.258
O (2.47, -4.21, -1.45)  -0.502
C (1.81, -3.23, -0.81)  0.799
O (2.09, -2.06, -0.99)  -0.654
C (0.75, -3.73, 0.07)  -0.276
C (0.51, -5.11, 0.16)  -0.120
C (-0.51, -5.61, 0.92)  -0.276
C (-1.35, -4.73, 1.61)  -0.142
C (-1.14, -3.37, 1.54)  -0.296
C (-0.09, -2.84, 0.79)  0.329
N (0.20, -1.50, 0.77)  -0.622
C (-0.69, -0.44, 1.14)  0.023
N (0.10, 0.74, 1.41)  -0.609
C (-0.52, 1.91, 1.75)  0.646
O (-1.65, 1.95, 2.19)  -0.604
C (0.29, 3.11, 1.51)  0.149
C (-0.02, 4.43, 1.72)  -0.234
C (1.07, 5.17, 1.21)  -0.319
C (1.95, 4.25, 0.72)  0.115
O (1.49, 3.01, 0.90)  -0.400
C (-1.72, -0.19, -0.01)  0.584
O (-2.69, -0.90, -0.12)  -0.510
C (-1.40, 0.96, -0.87)  -0.196
C (-0.15, 1.12, -1.48)  -0.143
C (0.14, 2.28, -2.16)  -0.228
C (-0.77, 3.33, -2.23)  -0.001
C (-0.42, 4.62, -2.90)  -0.629
C (-2.02, 3.15, -1.65)  -0.217
C (-2.34, 1.98, -0.99)  -0.147
H (4.24, -3.21, -1.79)  0.193
H (3.08, -3.16, -3.13)  0.193
H (3.93, -4.69, -2.74)  0.197
H (1.16, -5.77, -0.39)  0.229
H (-0.68, -6.67, 0.98)  0.215
H (-2.17, -5.12, 2.20)  0.216
H (-1.81, -2.71, 2.07)  0.223
H (0.92, -1.26, 0.10)  0.425
H (-1.26, -0.69, 2.04)  0.229
H (1.00, 0.80, 0.96)  0.412
H (-0.91, 4.80, 2.18)  0.246
H (1.17, 6.23, 1.20)  0.233
H (2.91, 4.36, 0.25)  0.207
H (0.57, 0.32, -1.46)  0.209
H (1.11, 2.39, -2.64)  0.210
H (-1.28, 5.06, -3.39)  0.219
H (-0.06, 5.33, -2.15)  0.224
H (0.37, 4.48, -3.63)  0.216
H (-2.75, 3.95, -1.70)  0.213
H (-3.30, 1.86, -0.52)  0.230

Output
LUMO level, eV: 0.48
Multiplicity: 1
Kohn-Sham gap, eV: 8.5

***

(5)
A molecular structure, C15H13N5O4PdS. Source: the OMol25 dataset; level of theory: ωB97M-V/def2-TZVPD.

Each line ends with the natural charge from an NBO analysis.
Positions of all 39 atoms, in Å:
Pd (-0.31, -0.10, 0.32)  1.297
C (3.03, 2.88, 0.60)  -0.701
C (2.10, 1.75, 0.34)  0.337
N (1.04, 1.49, 1.01)  -0.288
N (0.61, 2.25, 2.05)  -0.411
C (-0.30, 1.71, 2.90)  0.334
N (-0.74, 2.46, 3.89)  -0.709
S (-0.81, 0.08, 2.75)  0.077
C (2.37, 0.77, -0.75)  0.133
C (3.47, 0.86, -1.57)  -0.184
C (3.66, -0.11, -2.55)  -0.101
C (2.75, -1.14, -2.67)  -0.205
C (1.66, -1.17, -1.81)  0.098
N (1.47, -0.23, -0.89)  -0.458
H (2.86, 3.37, 1.55)  0.238
H (2.94, 3.63, -0.20)  0.279
H (4.06, 2.53, 0.60)  0.273
H (0.85, 3.23, 2.10)  0.421
H (-0.40, 3.39, 4.08)  0.430
H (-1.45, 2.09, 4.51)  0.448
H (4.17, 1.67, -1.47)  0.251
H (4.52, -0.05, -3.21)  0.261
H (2.87, -1.92, -3.41)  0.264
H (0.92, -1.95, -1.87)  0.223
O (-0.67, -4.54, 0.62)  -0.074
C (-0.74, -3.26, 0.46)  0.694
O (0.21, -2.56, 0.78)  -0.583
C (-2.02, -2.69, -0.07)  0.054
C (-3.14, -3.42, -0.42)  -0.162
C (-4.24, -2.72, -0.90)  -0.118
C (-4.19, -1.34, -1.02)  -0.152
C (-3.02, -0.69, -0.64)  0.113
N (-1.97, -1.37, -0.19)  -0.470
C (-2.85, 0.82, -0.70)  0.722
O (-3.71, 1.51, -1.16)  -0.475
O (-1.71, 1.28, -0.20)  -0.660
H (-3.16, -4.49, -0.32)  0.264
H (-5.14, -3.25, -1.19)  0.262
H (-5.02, -0.75, -1.39)  0.279

Output
LUMO level (spin up / spin down), eV: -7.08 / -9.66
Multiplicity: 5
Kohn-Sham gap (spin up / spin down), eV: 8.5 / 6.3
<S²>: 6.018
Net charge: +2